C24H44BeCl3N4O3SSi | the ωB97M-V functional and the def2-TZVPD basis

Geometry as XYZ:
```
81
Properties=species:S:1:pos:R:3:lowdin_charge:R:1
C -1.368 -1.868 -4.685 -0.04
C -0.924 -2.341 -3.319 -0.20
H -1.608 -2.731 -5.319 0.07
H -0.599 -1.294 -5.215 0.08
H -2.274 -1.269 -4.590 0.07
C -0.307 -3.532 -3.161 -0.15
C 0.008 -4.494 -4.260 -0.12
H -0.116 -3.963 -2.171 0.10
H 0.470 -4.025 -5.137 0.07
H -0.879 -5.034 -4.605 0.07
H 0.692 -5.248 -3.862 0.06
Be -2.814 0.388 -1.644 -0.51
Cl -2.789 1.480 -0.011 0.19
Cl 0.479 1.524 -1.493 0.42
H 0.705 5.796 3.112 0.09
H -1.607 5.676 1.770 0.09
C 1.039 5.377 2.152 -0.06
C -1.153 4.951 1.078 -0.07
N 0.081 4.424 1.635 -0.19
H 1.997 4.875 2.296 0.08
C 0.268 3.101 1.846 -0.32
O 1.171 2.641 2.561 -0.03
H -1.854 4.129 0.896 0.05
H -0.464 2.453 1.321 0.08
H 1.139 6.203 1.441 0.08
H -0.959 5.472 0.130 0.07
H 1.955 -1.496 -3.657 0.08
H 2.408 -3.582 -2.654 0.07
C 2.585 -0.921 -2.969 -0.06
C 3.177 -3.118 -2.022 -0.07
N 2.827 -1.724 -1.774 -0.21
H 2.060 -0.004 -2.673 0.02
C 3.465 -1.094 -0.704 -0.38
O 3.742 0.094 -0.663 -0.01
H 3.218 -3.649 -1.061 0.08
H 3.656 -1.801 0.131 0.12
H 3.531 -0.654 -3.468 0.09
H 4.155 -3.214 -2.527 0.09
O -1.368 -0.177 -2.263 -0.37
C -1.557 -1.553 -2.150 -0.41
C -0.032 -2.518 -0.394 -0.21
C -1.319 -2.117 -0.740 -0.19
H 0.782 -2.310 -1.096 0.08
C 0.191 -3.363 0.717 -0.14
H -2.625 -1.823 -2.343 0.08
C -2.348 -2.332 0.186 -0.05
H 1.202 -3.724 0.941 0.10
C -0.871 -3.709 1.547 -0.12
C -2.129 -3.144 1.311 -0.10
H -3.318 -1.874 -0.001 0.09
H -0.713 -4.368 2.413 0.09
H -2.954 -3.340 2.005 0.09
Si -0.199 2.611 -3.141 0.21
Cl -4.371 -0.068 -2.475 0.23
C 1.556 2.933 -3.835 -0.24
C -0.993 4.217 -2.485 -0.20
C -1.255 2.002 -4.518 -0.20
H 2.171 2.053 -4.111 0.02
H 2.142 3.459 -3.078 0.02
H 1.614 3.574 -4.721 0.01
H -0.702 1.389 -5.239 0.03
H -1.506 2.931 -5.028 0.03
H -2.173 1.483 -4.253 0.01
H -1.465 4.182 -1.496 -0.01
H -1.813 4.580 -3.128 0.03
H -0.238 5.018 -2.438 0.03
S 0.846 -0.387 0.964 0.76
C 0.211 -0.237 2.525 -0.78
N -1.043 0.181 2.749 0.01
C -1.552 0.415 4.088 -0.17
C -0.456 0.998 4.961 -0.18
C 0.802 0.152 4.910 -0.19
N 0.996 -0.472 3.599 0.01
H -1.641 0.337 1.922 0.05
H -1.897 -0.537 4.521 0.12
H -2.407 1.096 4.013 0.12
H -0.812 1.059 5.991 0.11
H -0.209 2.009 4.623 0.10
H 0.738 -0.648 5.658 0.11
H 1.689 0.754 5.143 0.12
H 1.941 -0.751 3.352 0.12
```

Results
E_LUMO ... 2.68 eV
Frontier orbital gap ... 0.2473 hartree
Charge ... -1
E_tot ... -3468.94220 Eh